1.
{"formula": "C25H25BrF5GaN3O2P2Te", "method": "wB97M-V/def2-TZVPD", "species": ["Ga", "C", "P", "C", "C", "C", "C", "C", "C", "C", "P", "C", "C", "H", "H", "H", "H", "H", "H", "H", "H", "H", "H", "H", "H", "H", "H", "H", "H", "Br", "C", "C", "C", "C", "C", "C", "N", "N", "C", "C", "C", "C", "O", "C", "N", "C", "C", "C", "C", "H", "H", "H", "H", "H", "H", "H", "H", "H", "F", "Te", "F", "F", "F", "F", "O"], "xyz": [[0.86578, 0.37884, -0.20971], [-0.72658, 0.78138, -3.68819], [0.28638, 1.46245, -2.35236], [-0.55582, 3.02047, -1.94556], [1.88956, 1.95703, -3.03880], [2.03294, 2.21928, -4.39828], [3.26028, 2.59911, -4.91682], [4.35969, 2.72118, -4.08027], [4.23005, 2.46168, -2.72587], [3.00296, 2.07561, -2.19175], [2.86179, 1.74265, -0.41224], [4.41247, 0.96417, 0.09833], [2.80814, 3.35924, 0.40142], [-0.23392, -0.04471, -4.19519], [-0.95672, 1.56776, -4.40737], [-1.65748, 0.42282, -3.24940], [-1.56907, 2.79975, -1.61002], [-0.58801, 3.66380, -2.82529], [-0.04039, 3.52793, -1.13333], [1.18722, 2.11841, -5.06570], [3.35870, 2.79673, -5.97554], [5.32041, 3.01198, -4.48284], [5.09883, 2.55697, -2.08690], [4.57346, 0.07252, -0.50608], [4.32941, 0.66871, 1.14434], [5.25666, 1.64464, -0.00654], [2.86982, 3.22025, 1.48117], [1.86420, 3.85328, 0.17817], [3.63649, 3.98197, 0.06392], [-5.69157, -4.29832, -0.17378], [-5.03241, -3.50366, 1.40409], [-5.02163, -2.11986, 1.51620], [-4.51387, -1.52827, 2.65978], [-4.02780, -2.32510, 3.69343], [-4.11100, -3.70742, 3.59760], [-4.58829, -4.30597, 2.44193], [-3.52892, -1.83917, 4.95768], [-2.77137, -0.86674, 5.07977], [-2.08047, -0.26842, 3.96658], [-2.26296, 1.06743, 3.74404], [-1.64765, 1.73775, 2.66613], [-0.80461, 1.05969, 1.82594], [-0.19484, 1.59633, 0.76837], [-0.51447, -0.30242, 2.12417], [0.41586, -0.89416, 1.31543], [0.77762, -2.14006, 1.54602], [0.23425, -2.88308, 2.59949], [-0.70590, -2.31182, 3.41321], [-1.12701, -0.98198, 3.18615], [-5.41042, -1.51000, 0.71270], [-4.52345, -0.45135, 2.74733], [-3.78316, -4.30943, 4.43574], [-4.63244, -5.38246, 2.35628], [-2.94088, 1.60794, 4.39251], [-1.84174, 2.78785, 2.49468], [1.54608, -2.55502, 0.91250], [0.57304, -3.89624, 2.75748], [-1.11357, -2.87418, 4.24079], [2.72518, -3.26649, -2.50687], [1.21622, -2.28052, -2.14238], [-0.44552, -1.56922, -1.54887], [0.15920, -3.09912, -3.40674], [0.79634, -3.69627, -1.02212], [1.67504, -1.21817, -3.60237], [2.01992, -1.07794, -1.01617]], "lowdin_charge": [0.28, -0.22, 0.92, -0.21, -0.35, -0.06, -0.04, -0.04, -0.07, -0.34, 0.92, -0.21, -0.20, 0.04, 0.06, 0.06, 0.07, 0.06, 0.04, 0.11, 0.12, 0.12, 0.11, 0.06, 0.06, 0.05, 0.06, 0.04, 0.06, 0.77, -0.69, -0.12, -0.02, -0.26, -0.03, -0.11, 0.09, 0.09, -0.23, -0.01, 0.03, -0.31, -0.14, -0.12, 0.08, -0.07, 0.00, 0.05, -0.08, 0.10, 0.11, 0.12, 0.11, 0.13, 0.12, 0.10, 0.12, 0.12, -0.33, 1.81, -0.38, -0.32, -0.34, -0.35, -0.56], "molar_mass_da": 833.66, "total_energy_ha": -7231.1544, "charge": 1, "e_lumo_ev": -3.4272, "homo_lumo_gap_ev": 6.93, "relative_energy_kj_mol": 0.0, "homo_energy_ev": -10.36}

***

2.
{"formula": "C25H25BrF6GaN6O8S2", "method": "wB97M-V/def2-TZVPD", "species": ["Ga", "C", "N", "C", "C", "O", "C", "O", "C", "C", "O", "N", "C", "C", "H", "H", "H", "H", "H", "H", "H", "H", "H", "H", "H", "H", "H", "H", "H", "H", "Br", "C", "C", "C", "C", "C", "C", "N", "N", "C", "C", "C", "C", "O", "C", "N", "C", "C", "C", "C", "H", "H", "H", "H", "H", "H", "H", "H", "H", "F", "C", "F", "F", "S", "O", "O", "N", "S", "O", "O", "C", "F", "F", "F"], "xyz": [[0.02660, 0.18372, 1.04830], [2.81943, 3.19799, 4.51118], [2.65129, 2.04779, 3.62713], [3.88335, 1.36446, 3.22065], [1.49959, 1.71785, 3.08621], [1.43358, 0.76805, 2.26577], [0.24338, 2.49278, 3.44162], [-0.83039, 1.96134, 2.71214], [-1.86348, 1.31038, 3.40708], [-1.69390, -0.20888, 3.34818], [-0.75992, -0.70812, 2.67547], [-2.54117, -0.96969, 4.01421], [-2.44496, -2.42812, 3.95504], [-3.67504, -0.45101, 4.77583], [3.45670, 2.91127, 5.34503], [1.87047, 3.54392, 4.90623], [3.29774, 4.01530, 3.97008], [4.49548, 1.20136, 4.10494], [4.43041, 1.98465, 2.51047], [3.64387, 0.41633, 2.75351], [0.37185, 3.53401, 3.13755], [0.06865, 2.46170, 4.51958], [-2.79865, 1.57847, 2.91220], [-1.91027, 1.64517, 4.44495], [-1.49820, -2.71854, 3.51505], [-3.26410, -2.82548, 3.35538], [-2.51773, -2.82592, 4.96581], [-3.79121, 0.61912, 4.65177], [-3.54665, -0.67551, 5.83445], [-4.58558, -0.93551, 4.42544], [3.20474, -1.76831, -5.58475], [1.32536, -1.80104, -5.40115], [0.64276, -2.99669, -5.56581], [-0.73570, -3.00774, -5.43141], [-1.41276, -1.84966, -5.07216], [-0.71898, -0.65114, -4.93095], [0.65222, -0.62469, -5.11536], [-2.84696, -1.95825, -5.00763], [-3.50615, -1.33990, -4.16802], [-2.87627, -0.70680, -3.04602], [-3.10241, 0.62523, -2.84035], [-2.54886, 1.31931, -1.74346], [-1.82369, 0.64003, -0.80728], [-1.27245, 1.21649, 0.27775], [-1.64236, -0.75698, -0.96851], [-0.89840, -1.36575, 0.00103], [-0.64396, -2.65331, -0.09344], [-1.17523, -3.43751, -1.12434], [-1.92512, -2.84240, -2.10380], [-2.15301, -1.44998, -2.07564], [1.18077, -3.89874, -5.82069], [-1.30359, -3.91469, -5.59711], [-1.24044, 0.26699, -4.70608], [1.19529, 0.30640, -5.02778], [-3.68037, 1.16666, -3.57899], [-2.68777, 2.38738, -1.63959], [-0.00421, -3.08339, 0.66761], [-0.97572, -4.49895, -1.14562], [-2.35195, -3.44422, -2.89629], [4.30518, 0.25671, -0.90821], [3.61299, -0.64795, -1.57591], [3.91582, -0.62240, -2.85300], [3.86373, -1.85464, -1.06940], [1.77060, -0.42174, -1.38854], [1.65411, -0.40892, 0.11050], [1.20530, -1.58255, -1.99473], [1.17529, 0.88397, -1.97087], [1.87722, 2.29167, -2.26989], [0.87807, 3.14720, -2.81003], [3.16827, 2.14523, -2.86478], [2.27551, 3.04073, -0.63316], [1.21101, 3.07389, 0.17542], [2.70714, 4.27284, -0.83367], [3.23384, 2.33874, -0.00914]], "lowdin_charge": [0.43, 0.00, -0.10, 0.02, -0.33, 0.05, -0.07, -0.13, -0.07, -0.32, 0.06, -0.11, 0.01, 0.00, 0.10, 0.09, 0.11, 0.10, 0.11, 0.10, 0.16, 0.14, 0.16, 0.14, 0.09, 0.11, 0.10, 0.08, 0.11, 0.11, 0.81, -0.68, -0.11, -0.02, -0.27, -0.01, -0.11, 0.09, 0.09, -0.24, -0.01, 0.04, -0.29, -0.04, -0.14, 0.08, -0.08, -0.01, 0.04, -0.08, 0.11, 0.12, 0.12, 0.11, 0.13, 0.13, 0.14, 0.12, 0.12, 0.16, -0.68, 0.12, 0.16, 0.69, -0.27, -0.23, -0.24, 0.60, -0.24, -0.25, -0.66, 0.13, 0.17, 0.12], "molar_mass_da": 865.26, "total_energy_ha": -7792.3252, "charge": 1, "e_lumo_ev": -2.7417, "homo_lumo_gap_ev": 7.29, "relative_energy_kj_mol": 82.4, "homo_energy_ev": -10.03}

***

3.
{"formula": "C25H25Cl42N3O", "method": "wB97M-V/def2-TZVPD", "species": ["C", "C", "O", "N", "C", "C", "C", "C", "C", "N", "C", "C", "N", "C", "C", "H", "H", "H", "H", "H", "H", "H", "H", "H", "H", "H", "C", "Cl", "Cl", "Cl", "H", "C", "Cl", "Cl", "Cl", "H", "C", "Cl", "Cl", "Cl", "H", "C", "Cl", "Cl", "Cl", "H", "C", "Cl", "Cl", "Cl", "H", "C", "Cl", "Cl", "Cl", "H", "C", "Cl", "Cl", "Cl", "H", "C", "Cl", "Cl", "Cl", "H", "C", "Cl", "Cl", "Cl", "H", "C", "Cl", "Cl", "Cl", "H", "C", "Cl", "Cl", "Cl", "H", "C", "Cl", "Cl", "Cl", "H", "C", "Cl", "Cl", "Cl", "H", "C", "Cl", "Cl", "Cl", "H"], "xyz": [[-1.04211, 0.76358, 3.02374], [-1.00618, 1.50545, 1.71259], [-0.46520, 2.57508, 1.56133], [-1.64125, 0.78667, 0.62568], [-1.95602, 1.71099, -0.47592], [-0.67913, -0.22944, 0.24431], [-0.98216, -1.57944, 0.56599], [-0.11050, -2.57978, 0.26900], [1.12055, -2.30263, -0.36509], [1.98700, -3.32957, -0.60498], [3.09852, -2.96456, -1.18402], [3.38995, -1.62636, -1.56464], [2.57479, -0.63568, -1.33070], [1.41695, -0.96576, -0.69704], [0.50268, 0.05478, -0.37720], [-0.12646, 0.16131, 3.05132], [-1.06063, 1.44994, 3.86330], [-1.88034, 0.07050, 3.02287], [-2.71530, 1.29133, -1.13503], [-2.39825, 2.60591, -0.03994], [-1.08489, 2.03025, -1.04705], [-1.91483, -1.83455, 1.05157], [-0.31465, -3.61203, 0.51716], [3.83083, -3.74023, -1.38498], [4.32506, -1.37742, -2.07128], [0.76339, 1.07308, -0.63787], [-4.09109, 3.70914, -3.42029], [-4.28145, 1.99677, -3.80707], [-4.68090, 4.04774, -1.79141], [-2.40687, 4.19898, -3.58843], [-4.68484, 4.28045, -4.12089], [0.54191, -6.83918, -0.45531], [0.61298, -8.59961, -0.41449], [0.38514, -6.25763, -2.11250], [-0.79120, -6.24496, 0.53845], [1.46412, -6.44701, -0.04696], [-2.98057, 2.43247, 6.67092], [-4.02916, 2.61001, 8.07193], [-2.52113, 0.75011, 6.41178], [-3.75605, 3.08775, 5.22160], [-2.07058, 2.99142, 6.85403], [-0.29185, 4.73215, 9.37932], [1.21556, 4.49013, 10.25995], [-0.14306, 4.12142, 7.72886], [-1.64116, 3.96252, 10.21016], [-0.48559, 5.79532, 9.32519], [0.66957, 6.83375, -5.15313], [0.60905, 5.09159, -4.87936], [0.65306, 7.19615, -6.87706], [-0.66928, 7.64043, -4.33336], [1.59441, 7.20750, -4.73500], [-1.64089, -11.61712, -2.68545], [-1.51753, -9.92897, -3.16709], [-0.59664, -11.95828, -1.30414], [-3.31494, -12.03544, -2.30990], [-1.31676, -12.23220, -3.51391], [-0.54802, -2.42497, -4.52836], [-0.37157, -0.77510, -5.13453], [0.54013, -2.71740, -3.17309], [-2.21938, -2.73782, -4.05685], [-0.29127, -3.10674, -5.32801], [-4.70576, -11.17639, 1.19592], [-4.58611, -9.48922, 0.70382], [-3.60925, -11.51994, 2.53429], [-6.36670, -11.59261, 1.62381], [-4.41030, -11.79087, 0.35616], [-1.58353, 5.95731, 4.29160], [0.16262, 6.01423, 4.53573], [-2.42319, 6.79589, 5.60038], [-2.02441, 6.63598, 2.72808], [-1.89188, 4.92040, 4.30733], [3.55247, 6.91620, 7.90693], [4.57589, 8.24963, 7.37251], [2.46947, 6.39571, 6.61531], [4.53214, 5.56890, 8.48751], [2.94593, 7.26838, 8.73062], [7.30142, -2.87919, -3.87056], [7.68654, -4.60048, -3.86867], [6.95572, -2.30755, -5.49831], [5.92340, -2.54102, -2.81032], [8.15908, -2.34103, -3.49002], [1.50994, -1.36221, 5.42846], [1.12478, -1.92146, 3.79772], [3.00390, -0.42602, 5.42477], [0.17481, -0.41101, 6.08298], [1.65401, -2.22731, 6.06160], [3.59555, 0.45933, -6.25087], [3.37271, -0.41985, -4.74092], [4.02234, 2.14133, -5.93720], [4.81429, -0.31700, -7.26755], [2.65627, 0.44597, -6.78780], [-1.89046, 7.46006, -9.98943], [-2.08033, 5.75851, -10.41096], [-2.56715, 7.79137, -8.39706], [-0.19120, 7.94032, -10.08266], [-2.43900, 8.04883, -10.71193]], "lowdin_charge": [-0.03, -0.46, 0.10, -0.06, -0.07, -0.22, 0.00, -0.04, -0.32, 0.11, -0.16, -0.21, 0.14, -0.25, 0.06, 0.02, 0.05, 0.09, 0.07, 0.08, 0.08, 0.12, 0.06, 0.09, -0.02, 0.13, -1.54, 0.52, 0.53, 0.51, 0.01, -1.54, 0.51, 0.51, 0.55, 0.01, -1.54, 0.53, 0.52, 0.55, -0.09, -1.52, 0.54, 0.55, 0.54, 0.02, -1.54, 0.51, 0.50, 0.52, 0.01, -1.54, 0.52, 0.52, 0.54, 0.01, -1.51, 0.52, 0.65, 0.53, 0.01, -1.57, 0.52, 0.52, 0.52, -0.04, -1.56, 0.50, 0.52, 0.54, -0.04, -1.56, 0.53, 0.49, 0.52, 0.01, -1.51, 0.53, 0.52, 0.62, 0.02, -1.52, 0.56, 0.54, 0.51, 0.01, -1.54, 0.54, 0.53, 0.51, 0.01, -1.55, 0.53, 0.52, 0.50, 0.01], "molar_mass_da": 1872.52, "total_energy_ha": -20535.1140, "e_lumo_ev": -0.3119, "homo_lumo_gap_ev": 8.73, "homo_energy_ev": -9.04}